(1)
The following is a quantum chemistry calculation of the ion C10H13N2O2 with charge +1 in a non-equilibrium geometry, from the OMol25 dataset.

SMILES string: C/C(=N/O/C=C1/C=CC=CC1)C(=[NH2+])O
HOMO energy: -11.796 eV
Total charge: +1
Gap between HOMO and LUMO: 7.01 eV
Largest force on an atom: 5.08 eV/A
Energy above the lowest of the compared OMol25 structures with the same formula, charge and spin: 100.1 kcal per mole

```
27
C10H13N2O2 (ωB97M-V/def2-TZVPD)
C -3.79974 -0.17820 0.20246
C -3.01406 -0.95898 -0.77684
C -3.34191 1.04199 0.54088
C -1.78199 -0.57380 -1.25988
C -2.00582 1.53818 0.04232
C -1.13261 0.64216 -0.74988
C 2.47738 0.43163 -0.26641
C 0.22294 0.83424 -1.04942
C 1.35487 -0.63430 -0.06079
C 3.87848 0.06156 -0.28076
N 2.21353 1.67139 -0.35937
N 1.14067 -0.74855 1.20746
O 0.88960 1.95034 -0.51296
O 1.25462 -1.72044 -0.85698
H -4.70468 -0.45284 0.74114
H -3.55883 -1.85405 -1.06861
H -3.83751 1.69156 1.20523
H -1.23516 -1.38037 -1.76762
H -2.00820 2.62168 -0.25939
H 0.44533 0.41035 -2.04665
H 4.25352 -0.44114 -1.22505
H 3.97532 -0.62906 0.50660
H 4.40176 0.97215 -0.14648
H 0.40374 -1.47401 1.51285
H -1.42322 1.73088 0.91121
H 1.66725 -0.24925 1.95557
H 1.77604 -1.42740 -1.55840
```

(2)
The following is a quantum chemistry calculation of the ion C10H13N2S2 with charge +1 in a non-equilibrium geometry, from the OMol25 dataset.

SMILES string: CNCSC1=C=C2SC[N+](C)=C2C=C1
HOMO energy: -10.716 eV
Total charge: +1
Gap between HOMO and LUMO: 5.60 eV
Largest force on an atom: 6.63 eV/A
Energy above the lowest of the compared OMol25 structures with the same formula, charge and spin: 70.1 kcal per mole

```
27
C10H13N2S2 (ωB97M-V/def2-TZVPD)
C 0.76130 -1.47144 1.59243
C -0.25694 -2.19620 1.04531
C 1.16613 -0.17306 1.06710
C -0.34752 -0.62638 -0.65970
C -0.87745 -1.73478 -0.13927
C 0.55877 0.23494 -0.17419
C 1.93876 2.05178 0.88834
C -2.09302 -1.72386 -2.68475
C 2.78757 0.62582 2.83260
C -2.60663 0.69520 -2.06641
N 1.98996 0.79587 1.60316
N -1.66584 -0.32486 -2.49500
S 1.16556 1.82152 -0.77281
S -2.15801 -2.60992 -0.98182
H 1.31104 -1.65717 2.46322
H -0.53261 -3.04442 1.53370
H 1.43344 2.72947 1.52262
H 3.03897 2.40106 0.89874
H -3.04915 -1.70920 -3.09866
H -1.42646 -2.29624 -3.24894
H 3.93525 0.83976 2.44661
H 2.59063 1.53781 3.53872
H 2.66754 -0.35927 3.08034
H -3.33746 0.74077 -2.75658
H -3.10736 0.48801 -1.01462
H -2.04647 1.53416 -2.09192
H -1.05663 0.19040 -3.09011
```

(3)
The following is a quantum chemistry calculation of an isolated molecule of C10H13N3 in a non-equilibrium geometry, from the OMol25 dataset.

HOMO energy (alpha / beta): -6.961 / -6.962 eV
Gap between HOMO and LUMO (alpha / beta): 7.32 / 7.32 eV
Largest force on an atom: 4.31 eV/A
Energy above the lowest of the compared OMol25 structures with the same formula, charge and spin: 106.3 kcal per mole

```
26
C10H13N3 (ωB97M-V/def2-TZVPD)
C -0.40882 0.46158 1.03878
C -1.62397 -0.30812 1.59569
C 0.23472 -0.73957 0.17602
C 1.46143 1.70811 -0.20966
C 2.13779 0.49860 -0.44646
C 0.07053 2.09406 -0.31649
C 1.46378 -0.77737 -0.38444
C -0.07681 3.34364 -1.18032
C 2.12644 -2.00816 -0.99682
C -2.67656 -2.37640 1.54269
N -0.66839 -1.78698 0.28290
N -0.94435 1.55929 0.29531
N -1.66227 -1.43637 1.02692
H 0.45541 0.73558 1.70348
H -2.23536 0.04095 2.43955
H 1.94573 2.67373 -0.20331
H 3.23050 0.43761 -0.67282
H 0.52127 4.19905 -0.80618
H -1.19424 3.72712 -1.23473
H 0.26282 3.07557 -2.30162
H 1.39625 -2.81692 -0.89492
H 3.17705 -2.14600 -0.71684
H 2.08961 -1.80198 -2.16447
H -2.21449 -2.43815 2.51892
H -3.64401 -1.96134 1.57035
H -2.77624 -3.38028 1.07365
```

(4)
The following is a quantum chemistry calculation of the ion C10H13N4 with charge +1 in a non-equilibrium geometry, from the OMol25 dataset.

HOMO energy (alpha / beta): -11.181 / -11.177 eV
Total charge: +1
Gap between HOMO and LUMO (alpha / beta): 7.18 / 7.17 eV
Largest force on an atom: 4.28 eV/A
Energy above the lowest of the compared OMol25 structures with the same formula, charge and spin: 92.0 kcal per mole

```
27
C10H13N4 (ωB97M-V/def2-TZVPD)
C -1.02890 -0.91186 3.99793
C -0.74654 0.43957 3.80473
C -0.77991 -1.86953 3.01709
C -0.22759 0.93032 2.63483
C -0.31926 -1.39322 1.79037
C 0.00392 -0.02166 1.67894
C 0.47795 -1.15227 -0.17353
C 0.57832 -1.31321 -1.65012
C -0.88874 0.66743 -2.03342
C 0.86436 1.25676 -0.22354
N 0.03466 -2.01545 0.66151
N 0.62964 0.15673 0.47969
N 2.03679 1.27669 -0.97237
N -0.78489 -0.79053 -2.17866
H -1.66256 -1.17101 4.86130
H -0.94882 1.08231 4.61960
H -0.87130 -2.87137 3.10953
H 0.00419 1.91593 2.52641
H 1.47528 -1.00880 -2.14312
H 0.61329 -2.41081 -1.71622
H -1.68660 0.97906 -1.39441
H -0.42420 1.23051 -2.85320
H 0.57574 2.16755 0.29259
H 2.36227 0.30744 -1.34422
H 2.27136 2.16106 -1.45128
H -0.86008 -1.28892 -3.18227
H -1.58588 -1.21651 -1.65151
```